[1]
DFT (wB97M-V/def2-TZVPD) results for a structure of composition C26H44BrNOOsP2 at a distorted geometry.

```
! RIJCOSX wB97M-V def2-TZVPD def2/J DEFGRID3
* xyz 4 5
N -5.7992 3.6412 -3.5822
C -5.7720 3.9238 -2.2855
C -4.9932 3.2235 -1.3681
C -4.0765 2.2412 -1.8492
C -4.1485 1.9366 -3.2392
C -4.9972 2.6891 -4.0478
C -3.0871 1.6463 -0.9890
Os -0.6035 0.4477 -0.1083
P 4.0685 -0.7928 0.8422
C -1.7337 1.4281 -1.4518
C -0.7201 2.2795 -0.8357
C 0.6260 1.9127 -1.1409
C 1.6776 2.5949 -0.4213
C 1.3997 3.2149 0.8075
C 0.1405 2.9672 1.3671
C -0.9502 2.5521 0.5389
Br 2.6666 4.1711 1.7723
H -3.3141 1.5641 0.0702
H -1.6185 1.2985 -2.5392
H -5.0352 3.4880 -0.3104
H -3.5453 1.1393 -3.6778
H -6.4007 4.7531 -1.9646
H -5.0240 2.5226 -5.1262
H 0.8626 1.5527 -2.1464
H -1.9665 2.7504 0.8804
H 2.6369 2.6758 -0.9289
H -0.0794 3.2397 2.3973
P -0.9440 -1.7140 -0.2341
C 4.0795 1.0214 0.9252
C 5.4173 1.6400 0.5129
H 3.7934 1.3324 1.9406
H 3.2823 1.3431 0.2559
H 5.3851 2.7255 0.6549
H 6.2357 1.2455 1.1242
H 5.6511 1.4473 -0.5408
C 3.5255 -1.2727 -0.8308
C 4.6149 -2.0051 -1.6313
H 3.1914 -0.3648 -1.3525
H 2.6638 -1.9379 -0.6918
H 4.3008 -2.1333 -2.6725
H 5.5640 -1.4589 -1.6319
H 4.7982 -3.0053 -1.2209
C 2.9075 -1.3862 2.1161
C 3.6859 -1.9566 3.3152
H 2.2868 -2.1663 1.6548
H 2.2479 -0.5592 2.4201
H 3.0500 -2.6130 3.9208
H 4.5377 -2.5529 2.9646
H 4.0724 -1.1590 3.9634
C -0.5225 -2.5316 1.3664
C -1.2871 -3.8264 1.6301
H -0.7080 -1.7886 2.1620
H 0.5609 -2.7150 1.3654
H -2.3242 -3.6196 1.9189
H -1.2877 -4.4926 0.7590
H -0.8215 -4.3703 2.4606
C 0.1636 -2.3713 -1.5427
C -0.3965 -2.3934 -2.9629
H 0.5051 -3.3720 -1.2360
H 1.0317 -1.6914 -1.5231
H -1.2456 -3.0775 -3.0728
H -0.7010 -1.3911 -3.2889
H 0.3888 -2.7272 -3.6542
C -2.6755 -2.2020 -0.6314
C -3.6851 -1.3253 0.1084
H -2.8163 -3.2616 -0.3790
H -2.7940 -2.1114 -1.7226
H -4.3845 -0.8597 -0.5999
H -4.2580 -1.8988 0.8486
H -3.1928 -0.5034 0.6512
C -0.3632 0.4065 3.7923
O -1.2735 0.5564 2.6944
H 0.6279 0.7425 3.4504
H -0.3159 -0.6515 4.0818
H -0.6845 0.9984 4.6617
H -2.1013 0.9463 3.0368
*
```

Results
Kohn-Sham gap (alpha / beta) = 5.31 / 5.11 eV
LUMO energy (alpha / beta) = -14.422 / -15.057 eV


[2]
DFT (wB97M-V/def2-TZVPD) results for a cluster of 6 separate species, CH14O5S in total at a distorted geometry.

```
! RIJCOSX wB97M-V def2-TZVPD def2/J DEFGRID3
* xyz 0 1
C 0.8043 -0.9596 -2.2100
S -0.8930 -0.3601 -1.9270
H 0.9295 -0.9304 -3.2922
H 0.9906 -2.0002 -1.9534
H 1.5002 -0.2793 -1.7315
H -1.3016 -1.1445 -0.9210
O 1.5962 0.2283 1.7242
H 0.9141 -0.0660 2.3303
H 2.4082 0.1706 2.2497
O 1.2187 2.2176 -1.5286
H 1.2201 3.0325 -2.0338
H 0.3367 1.8324 -1.6520
O -0.1703 -2.4457 0.9840
H 0.3959 -1.6858 1.2033
H 0.3631 -2.8588 0.2970
O -1.1920 -0.5615 3.0596
H -1.3713 -1.2478 2.3909
H -1.1831 -1.1686 3.8163
O -0.7858 2.3198 0.8618
H -0.8752 1.7648 1.6367
H 0.0463 2.0233 0.4894
*
```

Results
Kohn-Sham gap = 9.35 eV
LUMO energy = 0.248 eV


[3]
DFT (wB97M-V/def2-TZVPD) results for the molecule C7H14O5 at a distorted geometry.

```
! RIJCOSX wB97M-V def2-TZVPD def2/J DEFGRID3
* xyz 0 1
C -0.6458 1.6295 -1.4409
C 0.6400 1.2039 -0.7960
O 0.9546 -0.2411 -0.9885
C 0.2147 -1.3605 -0.4031
C -1.0607 -1.6254 -1.1898
O -0.7467 -2.0237 -2.5487
C 0.1387 -1.1502 1.1268
O 1.4015 -1.5358 1.5972
C -0.1834 0.2932 1.5186
O -1.5864 0.4770 1.2150
C 0.7115 1.3477 0.7597
O 0.3953 2.6422 1.1985
H -0.8739 0.7523 -2.0653
H -1.4222 1.7318 -0.6446
H -0.4359 2.5652 -1.9667
H 1.4686 1.7668 -1.3458
H 0.9058 -2.2016 -0.4579
H -1.5282 -2.4272 -0.6621
H -1.6330 -0.7131 -1.2232
H -0.6023 -1.2170 -3.0913
H -0.6332 -1.8132 1.5116
H 1.5923 -1.1124 2.5080
H -0.2258 0.4856 2.6123
H -1.6649 1.4289 1.5294
H 1.6666 1.0176 1.1375
H 1.1497 3.1584 0.9173
*
```

Results
Kohn-Sham gap = 10.07 eV
LUMO energy = 0.474 eV


[4]
DFT (wB97M-V/def2-TZVPD) results for a cluster of 2 separate species, CH4Cl2Si in total at a distorted geometry.

```
! RIJCOSX wB97M-V def2-TZVPD def2/J DEFGRID3
* xyz 0 1
C 2.4708 0.8395 0.1758
Si -2.1162 -1.1203 -0.0949
Cl -1.7490 0.8014 0.3792
Cl -4.0155 -1.4052 0.2975
H 2.2964 1.8492 0.1715
H 3.3649 0.5167 -0.1059
H 1.7134 0.1705 0.6664
H -1.9647 -1.6517 -1.4896
*
```

Results
Kohn-Sham gap (alpha / beta) = 8.26 / 7.82 eV
LUMO energy (alpha / beta) = 0.112 / -1.131 eV


[5]
DFT (wB97M-V/def2-TZVPD) results for a structure of composition C8H12FO6Pt at a distorted geometry.

```
! RIJCOSX wB97M-V def2-TZVPD def2/J DEFGRID3
* xyz 1 3
Pt 22.9367 -15.1230 20.4881
F 22.6388 -17.0082 20.0114
C 22.4582 -19.2978 22.5343
C 23.4281 -19.5852 23.6486
C 23.0607 -19.0167 25.0413
O 23.2451 -20.1267 25.9055
C 23.5035 -21.2508 25.1982
O 23.6187 -22.3263 25.6693
O 23.5474 -20.9804 23.8634
H 22.9530 -19.4094 21.5738
H 22.0098 -18.3020 22.6047
H 21.5713 -19.9263 22.6537
H 24.4015 -19.1397 23.4196
H 22.0246 -18.6778 25.0944
H 23.7291 -18.2078 25.3217
C 20.8422 -20.6211 18.4552
C 21.0989 -19.1206 18.4487
C 22.3734 -18.7265 17.7437
O 22.0448 -17.7645 16.8273
C 20.6288 -17.6261 16.7796
O 20.1049 -16.8616 16.0774
O 20.1023 -18.5165 17.6169
H 21.5365 -21.0918 19.1589
H 21.0521 -21.1182 17.5093
H 19.8308 -20.8064 18.8045
H 21.0963 -18.7716 19.4865
H 22.8825 -19.5036 17.1064
H 23.2068 -18.3801 18.4063
*
```

Results
Kohn-Sham gap (alpha / beta) = 7.58 / 3.01 eV
LUMO energy (alpha / beta) = -5.470 / -10.033 eV


What molecular weight values result from the calculations? In sequence: 718.7; 138.2; 178.2; 115.0; 418.3 g mol⁻¹.
What E values result from the calculations? In sequence: -4492.64212; -820.86663; -651.24759; -1250.31498; -982.17309 hartree.